[1]
A 4-piece molecular cluster, C3H16NO3 overall, computed with ωB97M-V/def2-TZVPD.

Each line ends with the Mulliken charge.
Cartesian coordinates (Å):
1 C -1.4294 -1.4973 -1.2056  -1.31
2 C -0.8483 -0.4527 -0.1942  0.77
3 C -1.3413 -0.2743 1.2678  -1.25
4 N 0.6314 -0.6579 -0.1323  -0.34
5 H -2.0369 -2.3256 -0.8458  0.32
6 H -2.2333 -0.9442 -1.7956  0.30
7 H -0.6349 -1.8734 -1.8279  0.40
8 H -0.9812 0.4505 -0.8123  0.10
9 H -2.3652 -0.6144 1.2244  0.39
10 H -1.2864 0.6792 1.7969  0.28
11 H -0.7414 -0.8713 1.9882  0.38
12 H 1.2005 -1.1069 0.5883  0.28
13 H 0.8358 -0.9996 -1.0833  0.30
14 H 1.2246 0.2214 -0.1549  0.37
15 H -2.4789 3.0622 1.3150  0.32
16 H -2.2862 2.7134 -0.1504  0.31
17 O -2.5165 2.3213 0.6983  -0.61
18 H 3.8304 0.4430 1.8819  0.31
19 H 2.8336 -0.2970 2.6068  0.32
20 O 2.9206 0.1379 1.7436  -0.62
21 H 2.0087 1.1210 -2.5475  0.31
22 H 3.2979 0.3469 -2.3522  0.30
23 O 2.3966 0.4178 -2.0091  -0.62

Computed properties:
- total charge = +1


[2]
A 4-piece molecular cluster, C3H16NO3 overall, computed with ωB97M-V/def2-TZVPD.

Each line ends with the Mulliken charge.
Cartesian coordinates (Å):
1 C 2.5961 -0.0834 1.3289  -1.23
2 C 1.1133 0.0173 1.0703  -0.39
3 N 0.6935 0.3327 -0.3420  0.03
4 C 0.4622 1.7929 -0.5077  -1.04
5 H 2.8634 0.3055 2.3107  0.33
6 H 2.9161 -1.1124 1.3684  0.36
7 H 3.3775 0.3552 0.6759  0.36
8 H 0.6850 -0.9376 1.3298  0.37
9 H 0.6034 0.7240 1.7537  0.39
10 H -0.2596 -0.0448 -0.4265  0.37
11 H 1.3331 -0.0976 -0.9981  0.38
12 H -0.2928 1.9477 -1.2524  0.39
13 H 1.3802 2.2031 -0.9224  0.37
14 H 0.1563 2.3982 0.3528  0.36
15 H -2.6314 -0.5323 -0.8679  0.27
16 H -2.5790 0.5281 0.1267  0.36
17 O -2.1343 0.2702 -0.6827  -0.64
18 H 1.6168 -1.5756 -2.5951  0.29
19 H 0.3498 -2.4372 -2.3779  0.29
20 O 0.7916 -1.6272 -2.1016  -0.60
21 H -4.3097 -0.3596 1.5990  0.29
22 H -4.6603 -1.3848 0.4347  0.29
23 O -4.0711 -0.6824 0.7233  -0.61

Computed properties:
- total charge = +1


Results for max |F|: 3.8, 3.0 (in eV/Å, following the order of the records).
Results for LUMO: -2.894, -2.715 (in eV, following the order of the records).